Record 1
{
  "formula": "C16H33CsN3NbOSi",
  "method": "ωB97M-V with the def2-TZVPD basis set",
  "species": ["N", "C", "O", "Cs", "Nb", "N", "N", "C", "C", "C", "C", "C", "C", "C", "C", "H", "H", "H", "H", "H", "H", "H", "H", "H", "H", "H", "H", "H", "H", "H", "H", "H", "H", "C", "H", "H", "H", "C", "H", "H", "H", "C", "Si", "C", "C", "C", "C", "H", "H", "H", "H", "H", "H", "H", "H", "H"],
  "xyz": [[-1.838, -0.597, -0.295], [-2.934, -0.966, 0.058], [-3.988, -1.203, 0.550], [-2.375, 2.305, 1.945], [0.091, -0.054, -0.371], [0.252, 1.717, -1.233], [0.873, -1.541, -1.372], [-0.355, 2.498, -2.307], [0.230, -2.513, -2.265], [-0.044, 3.986, -2.139], [0.220, 2.030, -3.644], [-1.864, 2.297, -2.279], [-0.453, -3.551, -1.393], [1.259, -3.164, -3.168], [-0.796, -1.792, -3.125], [-0.352, 4.367, -1.159], [-0.593, 4.547, -2.901], [1.017, 4.212, -2.287], [1.311, 2.141, -3.667], [-0.210, 2.640, -4.448], [-0.023, 0.978, -3.839], [-2.156, 1.239, -2.309], [-2.287, 2.795, -3.160], [-2.320, 2.751, -1.383], [0.271, -4.010, -0.710], [-0.891, -4.321, -2.036], [-1.250, -3.094, -0.799], [1.957, -3.785, -2.607], [1.806, -2.406, -3.729], [0.737, -3.807, -3.879], [-1.317, -2.537, -3.743], [-0.304, -1.055, -3.777], [-1.559, -1.283, -2.522], [1.672, 2.019, -0.907], [2.062, 1.273, -0.181], [2.312, 2.022, -1.803], [1.745, 3.006, -0.428], [2.231, -1.811, -0.867], [2.470, -1.080, -0.079], [2.313, -2.819, -0.436], [2.976, -1.714, -1.672], [-1.542, 0.907, 5.447], [-0.002, 0.012, 4.847], [1.534, 0.882, 5.472], [-0.008, -1.753, 5.472], [0.010, 0.083, 2.993], [0.127, 0.066, 1.731], [-1.562, 0.919, 6.543], [-2.463, 0.410, 5.113], [-1.568, 1.957, 5.120], [1.581, 0.907, 6.567], [2.446, 0.383, 5.121], [1.576, 1.920, 5.121], [-0.890, -2.301, 5.129], [0.870, -2.309, 5.129], [-0.006, -1.806, 6.564]],
  "charge": 2,
  "de_lowest_kj_mol": 0.0,
  "orbital_gap_ev": 7.1,
  "total_energy_ev": -33607.761,
  "max_force_ha_per_bohr": 0.0819,
  "homo_ha": -0.555
}


Record 2
{
  "formula": "C16H33IN4O32PS7",
  "method": "ωB97M-V with the def2-TZVPD basis set",
  "species": ["O", "P", "O", "O", "N", "O", "C", "N", "C", "N", "N", "I", "H", "H", "H", "H", "H", "C", "C", "O", "S", "O", "O", "O", "H", "H", "H", "H", "C", "C", "O", "S", "O", "O", "O", "H", "H", "H", "H", "C", "C", "O", "S", "O", "O", "O", "H", "H", "H", "H", "C", "C", "O", "S", "O", "O", "O", "H", "H", "H", "H", "C", "C", "O", "S", "O", "O", "O", "H", "H", "H", "H", "C", "C", "O", "S", "O", "O", "O", "H", "H", "H", "H", "C", "C", "O", "S", "O", "O", "O", "H", "H", "H", "H"],
  "xyz": [[3.370, -0.029, 2.931], [3.796, -0.819, 1.776], [4.408, -2.233, 2.222], [4.957, -0.065, 1.002], [2.590, -1.049, 0.601], [2.886, -0.564, -0.671], [1.353, -1.632, 0.698], [0.517, -1.689, -0.337], [-0.588, -2.284, 0.148], [-0.406, -2.601, 1.413], [0.831, -2.203, 1.806], [1.366, -2.601, 3.732], [4.538, -2.765, 1.420], [5.426, 0.402, 1.725], [3.218, -1.314, -1.190], [-1.458, -2.436, -0.472], [-1.083, -3.056, 2.023], [-3.655, -6.846, -0.083], [-3.068, -6.020, -1.204], [-2.708, -4.779, -0.571], [-2.269, -5.068, 0.938], [-0.845, -5.146, 0.982], [-2.987, -4.186, 1.796], [-2.844, -6.532, 1.062], [-4.680, -6.553, 0.137], [-3.621, -7.912, -0.289], [-3.772, -5.846, -2.013], [-2.159, -6.473, -1.605], [8.818, 0.532, -1.345], [8.804, 2.045, -1.391], [8.255, 2.433, -0.124], [8.689, 1.374, 0.994], [9.814, 1.870, 1.695], [7.518, 0.942, 1.674], [9.177, 0.214, 0.006], [7.826, 0.119, -1.543], [9.534, 0.100, -2.038], [8.198, 2.434, -2.204], [9.815, 2.452, -1.463], [1.308, 2.178, -2.083], [0.172, 1.210, -2.333], [-0.699, 1.912, -3.228], [0.173, 2.868, -4.188], [0.382, 2.198, -5.418], [-0.376, 4.175, -4.109], [1.538, 2.821, -3.344], [1.026, 2.946, -1.357], [2.212, 1.678, -1.746], [-0.358, 0.937, -1.425], [0.521, 0.304, -2.834], [4.177, 7.588, -4.027], [5.126, 6.414, -3.921], [4.395, 5.430, -3.175], [2.832, 5.553, -3.518], [2.497, 4.586, -4.495], [2.115, 5.653, -2.295], [2.887, 6.993, -4.215], [4.156, 8.169, -3.103], [4.415, 8.243, -4.861], [6.051, 6.668, -3.410], [5.356, 5.996, -4.903], [-2.700, 5.848, -1.243], [-2.545, 4.359, -1.450], [-2.916, 3.782, -0.186], [-4.041, 4.690, 0.504], [-5.313, 4.112, 0.235], [-3.616, 4.984, 1.825], [-3.871, 5.980, -0.415], [-1.851, 6.267, -0.700], [-2.831, 6.386, -2.177], [-1.532, 4.076, -1.719], [-3.237, 3.989, -2.208], [-6.339, -5.934, 5.145], [-6.905, -7.328, 4.976], [-6.258, -7.833, 3.798], [-4.779, -7.229, 3.701], [-3.856, -8.173, 4.218], [-4.607, -6.657, 2.412], [-4.958, -6.057, 4.774], [-6.814, -5.223, 4.466], [-6.424, -5.571, 6.166], [-7.984, -7.330, 4.848], [-6.638, -7.974, 5.815], [-3.965, 1.278, 2.173], [-5.346, 1.109, 1.578], [-5.240, -0.083, 0.775], [-4.213, -1.092, 1.447], [-4.931, -2.052, 2.200], [-3.244, -1.471, 0.471], [-3.529, -0.064, 2.465], [-3.266, 1.713, 1.456], [-3.974, 1.880, 3.077], [-5.647, 1.956, 0.970], [-6.095, 0.932, 2.351]],
  "charge": 1,
  "de_lowest_kj_mol": 0.0,
  "orbital_gap_ev": 8.5,
  "total_energy_ev": -181830.696,
  "max_force_ha_per_bohr": 0.0532,
  "homo_ha": -0.467
}


Record 3
{
  "formula": "C16H33IN4O3P",
  "method": "ωB97M-V with the def2-TZVPD basis set",
  "species": ["C", "C", "O", "C", "C", "C", "C", "C", "C", "N", "C", "P", "N", "C", "I", "C", "C", "C", "C", "C", "C", "N", "O", "N", "O", "H", "H", "H", "H", "H", "H", "H", "H", "H", "H", "H", "H", "H", "H", "H", "H", "H", "H", "H", "H", "H", "H", "H", "H", "H", "H", "H", "H", "H", "H", "H", "H", "H"],
  "xyz": [[2.192, 3.962, 2.217], [1.177, 4.571, 1.266], [0.799, 3.596, 0.295], [-0.531, 3.706, -0.149], [-0.702, 2.763, -1.329], [-2.165, 2.656, -1.767], [-2.922, 1.590, -0.984], [-2.379, 0.163, -1.230], [-1.683, -0.439, -0.068], [-0.957, 0.278, 0.712], [-0.293, -0.407, 1.805], [1.499, -0.021, 1.981], [1.937, 1.465, 1.946], [-0.750, -1.881, 1.640], [-1.805, -2.470, 3.387], [-1.584, -1.903, 0.318], [-0.901, -2.621, -0.867], [-0.300, -4.010, -0.563], [1.097, -4.186, -1.165], [2.178, -3.258, -0.585], [2.561, -2.045, -1.450], [4.001, -1.803, -1.382], [-2.815, -2.556, 0.586], [-3.976, -2.116, -0.158], [-4.824, -2.879, -0.016], [2.825, 4.746, 2.638], [1.721, 3.422, 3.041], [2.840, 3.274, 1.670], [1.601, 5.445, 0.754], [0.290, 4.923, 1.808], [-0.754, 4.728, -0.485], [-1.223, 3.467, 0.680], [-0.100, 3.153, -2.153], [-0.263, 1.779, -1.099], [-2.661, 3.620, -1.602], [-2.245, 2.464, -2.841], [-3.972, 1.596, -1.286], [-2.926, 1.836, 0.085], [-3.190, -0.498, -1.542], [-1.665, 0.166, -2.067], [-0.812, 1.275, 0.550], [-0.686, -0.002, 2.745], [2.127, -0.824, 1.017], [1.720, -0.743, 3.167], [1.221, 2.175, 1.845], [0.114, -2.531, 1.519], [-0.124, -1.961, -1.274], [-1.684, -2.735, -1.622], [-0.955, -4.764, -1.007], [-0.290, -4.229, 0.510], [1.023, -4.026, -2.247], [1.398, -5.226, -1.024], [3.102, -3.825, -0.446], [1.874, -2.921, 0.416], [1.977, -1.156, -1.147], [2.316, -2.260, -2.494], [4.269, -1.418, -0.481], [4.277, -1.107, -2.067]],
  "charge": 1,
  "smiles": "CCOCCCCCC1=[NH+][C@H]([PH2]=N)[C@@H](I)[C@@]1(CCCCCN)ON=O",
  "orbital_gap_ev": 7.9,
  "total_energy_ev": -46608.165,
  "max_force_ha_per_bohr": 0.0377,
  "homo_ha": -0.440
}


> The highest charge belongs to which entry?

C16H33CsN3NbOSi


> Which value of charge does entry 2 give?

+1